Record 1
This record from the Open Molecules 2025 dataset describes 8 unconnected molecules or ions with the total composition C22H58Cl4N2O18P4 at a distorted geometry. The level of theory is ωB97M-V with the def2-TZVPD basis set.

Element x y z (Å)
C: 1.32585 0.01376 -4.02889
C: 2.80329 -0.28656 -3.95227
O: 3.19082 -1.36456 -4.30948
N: 3.52793 0.71926 -3.50695
C: 4.93948 0.58946 -3.47357
H: 0.89767 -0.26763 -3.06682
H: 0.88541 -0.68086 -4.74415
H: 1.10979 1.04717 -4.29995
H: 3.07211 1.39449 -2.90998
H: 5.16843 0.17268 -4.45438
H: 5.33614 -0.01955 -2.66124
H: 5.46061 1.54675 -3.46298
C: -0.13758 1.50181 1.14439
C: -1.03884 1.01154 0.01170
O: -2.00190 1.65483 -0.27301
N: -0.72290 -0.08827 -0.60359
C: -1.45542 -0.55652 -1.75101
H: -0.76634 1.45884 2.03373
H: 0.21254 2.53069 1.06115
H: 0.60023 0.73893 1.39289
H: -0.00299 -0.69495 -0.23783
H: -1.56683 0.17303 -2.55317
H: -2.44183 -0.81275 -1.36444
H: -0.97260 -1.43146 -2.18629
C: 3.59812 0.38645 7.02696
O: 2.69939 1.13156 7.87397
P: 1.91940 2.35483 7.16954
O: 2.71404 3.54228 6.74193
O: 1.09718 1.60488 5.93694
C: 0.27093 2.39621 5.05187
O: 0.70636 2.65842 8.22548
C: 1.12808 3.15543 9.51723
H: 4.64673 0.65428 7.15650
H: 3.56227 0.56955 5.95304
H: 3.44362 -0.66794 7.25605
H: -0.11577 3.28372 5.55275
H: -0.59347 1.79406 4.77199
H: 0.84924 2.78036 4.21158
H: 1.26683 4.20964 9.27749
H: 2.08843 2.80542 9.89579
H: 0.42611 2.91050 10.31432
C: -0.42669 3.35976 -2.55605
O: 0.47821 4.48430 -2.58678
P: 2.00984 4.35680 -2.08893
O: 2.58738 2.93486 -2.02453
O: 1.80470 5.04144 -0.60275
C: 2.94193 5.27983 0.17920
O: 2.77047 5.48176 -2.95553
C: 2.21956 6.73154 -3.26724
H: -1.19061 3.53259 -1.79798
H: 0.01150 2.44339 -2.16064
H: -0.93377 3.07785 -3.47882
H: 3.80899 5.20945 -0.47757
H: 3.03721 4.48308 0.91691
H: 3.07973 6.29316 0.55637
H: 2.78396 7.54948 -2.81944
H: 1.21581 6.86082 -2.86244
H: 2.13434 6.91035 -4.33909
C: -3.38022 -1.94912 -5.65243
O: -4.67803 -2.28166 -5.22797
P: -5.00710 -2.47648 -3.63942
O: -5.26156 -1.22986 -2.85957
O: -3.68404 -3.31002 -3.15813
C: -3.52482 -3.71802 -1.82766
O: -6.18656 -3.57482 -3.60287
C: -7.50251 -3.25217 -3.94163
H: -3.36210 -1.43356 -6.61263
H: -2.73036 -2.82400 -5.63365
H: -3.11796 -1.18946 -4.91605
H: -4.47425 -3.84468 -1.30743
H: -2.88728 -3.09301 -1.20237
H: -3.07385 -4.71034 -1.83193
H: -8.18883 -3.26770 -3.09498
H: -7.93856 -4.02094 -4.57955
H: -7.55195 -2.26660 -4.40455
C: -1.07833 -2.60081 2.13072
O: 0.20749 -3.01429 1.71133
P: 1.39175 -3.11579 2.84084
O: 0.92734 -3.49948 4.22703
O: 2.51919 -4.12132 2.23848
C: 3.29499 -3.77472 1.10881
O: 2.12833 -1.63040 2.71957
C: 1.82826 -0.66137 3.73988
H: -1.29296 -1.55998 1.88843
H: -1.21880 -2.79330 3.19435
H: -1.75359 -3.24275 1.56501
H: 2.68488 -3.24190 0.37945
H: 3.72481 -4.69178 0.70589
H: 4.14911 -3.16348 1.40029
H: 2.38254 0.26686 3.60113
H: 2.12638 -1.01862 4.72558
H: 0.77896 -0.39611 3.86911
Cl: -4.42996 -1.99163 0.97938
C: -4.64896 -0.22902 0.87127
C: -6.05337 0.12847 0.50775
Cl: -7.17695 -0.61879 1.75294
H: -3.97952 0.09967 0.07634
H: -4.35712 0.22915 1.81626
H: -6.25987 -0.07283 -0.54341
H: -6.21884 1.19737 0.64250
Cl: 3.38741 -5.81049 -2.08701
C: 2.64231 -5.10277 -3.48327
C: 1.80585 -3.79781 -3.24234
Cl: 0.32442 -4.11238 -2.22162
H: 2.00333 -5.86460 -3.92983
H: 3.38624 -4.90410 -4.25477
H: 1.51772 -3.32406 -4.18076
H: 2.34328 -3.07475 -2.62878

Properties
Structure (SMILES) ... COP(=O)(OC)OC.COP(=O)(OC)OC.COP(=O)(OC)OC.COP(=O)(OC)OC.CNC(C)=O.CNC(C)=O.ClCCCl.ClCCCl
2S+1 ... 1
Relative energy (zero: lowest compared OMol25 entry of this formula, charge and spin) ... 0.0 kcal/mol
Kohn-Sham gap ... 0.3643 Ha
Strongest force on any atom ... 4.17 eV Å⁻¹
Total charge ... 0



Record 2
This record from the Open Molecules 2025 dataset describes 6 unconnected molecules or ions with the total composition C22H58FO19PS6 at a distorted geometry. The level of theory is ωB97M-V with the def2-TZVPD basis set.

Element x y z (Å)
C: 4.94104 -1.02481 2.75582
O: 4.14866 -0.02321 2.16398
C: 2.92401 -0.50843 1.65584
C: 2.01373 0.69307 1.46736
C: 0.80740 0.47935 0.54978
C: -0.47013 0.00128 1.24752
P: -0.42884 -1.63323 2.02738
C: 0.24698 -2.66742 0.64973
C: 0.38390 -4.12923 1.08794
O: 1.66904 -4.34886 1.66484
S: -1.48296 -0.74437 4.02150
O: -2.54396 0.19951 3.75835
O: -1.75490 -1.89838 4.84860
F: -0.38891 0.10883 4.88007
H: 5.92587 -0.59387 2.92696
H: 4.51620 -1.34727 3.71524
H: 5.04376 -1.90509 2.11058
H: 3.08855 -1.02228 0.69800
H: 2.51773 -1.24115 2.36778
H: 2.63357 1.47591 1.02785
H: 1.67702 1.07468 2.43608
H: 1.06594 -0.14283 -0.30889
H: 0.53694 1.44802 0.12516
H: -1.31378 -0.03366 0.55223
H: -0.73763 0.73431 2.00865
H: -1.62488 -2.36148 2.09179
H: 0.55416 -2.01895 2.94603
H: -0.40720 -2.58215 -0.22344
H: 1.24691 -2.33544 0.36821
H: 0.30421 -4.79053 0.22548
H: -0.39148 -4.42157 1.80648
H: 1.58080 -4.45733 2.61866
O: -5.23600 -6.93485 2.84470
S: -5.29897 -5.55142 2.47752
O: -4.14036 -4.94577 1.88525
O: -5.75798 -4.69764 3.71436
C: -5.09468 -4.93136 4.99539
C: -3.62829 -4.58154 4.96851
C: -6.68231 -5.24810 1.43897
H: -5.25120 -5.97259 5.27888
H: -5.66215 -4.30482 5.67873
H: -3.07791 -5.26739 4.32476
H: -3.22362 -4.65985 5.97784
H: -3.45595 -3.56922 4.60985
H: -7.56730 -5.68490 1.89288
H: -6.46124 -5.72393 0.48596
H: -6.78724 -4.17389 1.31506
O: 0.17170 -6.48035 0.94557
S: -0.72449 -7.57348 0.69808
O: -0.22275 -8.90837 0.81299
O: -1.37918 -7.36806 -0.73521
C: -0.47730 -7.14470 -1.84856
C: 0.23520 -8.40007 -2.29928
C: -2.18411 -7.38793 1.64605
H: 0.22390 -6.35615 -1.57212
H: -1.12973 -6.76034 -2.63004
H: 0.92078 -8.76694 -1.53820
H: 0.80332 -8.17761 -3.20341
H: -0.48225 -9.19030 -2.51958
H: -2.55330 -6.37267 1.52636
H: -1.90763 -7.58000 2.68101
H: -2.91679 -8.11820 1.31404
O: 0.31047 3.64790 -2.71283
S: -0.87534 2.85096 -2.83706
O: -0.81159 1.46606 -2.47668
O: -1.45499 3.01774 -4.29146
C: -0.57032 2.73098 -5.41467
C: -0.38788 1.25104 -5.66070
C: -2.20453 3.60793 -1.97132
H: 0.37665 3.24529 -5.25570
H: -1.05972 3.20947 -6.25850
H: 0.14437 0.76638 -4.84391
H: 0.18736 1.11963 -6.57750
H: -1.35318 0.75784 -5.77453
H: -2.25902 4.65638 -2.25042
H: -1.98161 3.50259 -0.91138
H: -3.12292 3.08432 -2.22201
O: 0.24063 5.70692 -6.73131
S: 0.33531 6.90176 -5.94300
O: -0.77372 7.80438 -5.91925
O: 1.65402 7.67278 -6.35759
C: 1.84522 7.96496 -7.76842
C: 0.97022 9.09381 -8.26329
C: 0.80452 6.50033 -4.29967
H: 1.68776 7.04597 -8.33375
H: 2.89957 8.22473 -7.83048
H: -0.08395 8.82490 -8.24130
H: 1.24862 9.32919 -9.29117
H: 1.10708 9.98357 -7.64926
H: 1.65136 5.82101 -4.32366
H: -0.05208 6.01152 -3.84192
H: 1.04677 7.42100 -3.77567
O: 5.12474 4.00290 2.94482
S: 3.76804 4.06005 3.39700
O: 2.70925 3.89475 2.44742
O: 3.55747 5.41553 4.19226
C: 3.94524 6.64489 3.52405
C: 2.97302 7.06561 2.44523
C: 3.52010 2.94541 4.72933
H: 4.95723 6.52158 3.13720
H: 3.97707 7.37197 4.33252
H: 2.96681 6.36283 1.61442
H: 3.26734 8.04683 2.07058
H: 1.96098 7.13012 2.84438
H: 4.31355 3.08424 5.45803
H: 3.56474 1.94918 4.28979
H: 2.54145 3.13175 5.16343

Properties
Structure (SMILES) ... COCCCC[PH2](CCO)S(=O)(=O)F.CCOS(C)(=O)=O.CCOS(C)(=O)=O.CCOS(C)(=O)=O.CCOS(C)(=O)=O.CCOS(C)(=O)=O
2S+1 ... 1
Kohn-Sham gap ... 0.3355 Ha
Strongest force on any atom ... 1.86 eV Å⁻¹
Total charge ... 0



Record 3
This record from the Open Molecules 2025 dataset describes 10 unconnected molecules or ions with the total composition C22H59F12NO23P2S7 at a distorted geometry. The level of theory is ωB97M-V with the def2-TZVPD basis set.

Element x y z (Å)
P: 0.17648 0.13147 0.44020
F: -0.09679 1.56585 -0.26348
F: -1.14807 0.03643 1.30443
F: -0.50661 -0.66381 -0.84547
F: 0.67662 -1.27815 1.06262
F: 1.62724 0.06945 -0.44181
F: 0.86927 0.94309 1.66471
P: 2.03810 5.09503 2.55923
F: 1.33714 5.01182 4.03943
F: 0.87857 6.03407 1.98626
F: 2.74478 6.40638 3.18468
F: 2.95104 5.27085 1.24232
F: 3.27684 4.22236 3.23213
F: 1.22413 3.82822 2.00732
C: 0.25606 0.89671 -3.60756
N: 0.66410 1.97024 -4.62362
O: 0.59070 1.66013 -5.81773
O: 1.05348 3.02232 -4.17153
H: -0.63441 1.16259 -3.04034
H: 1.08547 0.53726 -2.99901
H: 0.07859 -0.01053 -4.18526
O: -2.68242 -5.58510 0.04462
S: -2.82959 -4.64492 1.16109
O: -4.04037 -3.82502 1.34940
O: -2.47143 -5.40332 2.60341
C: -3.52461 -6.21177 3.05623
C: -2.94734 -7.16640 4.14195
C: -1.35836 -3.52849 1.10049
H: -3.84753 -6.83724 2.22294
H: -4.34671 -5.65159 3.50162
H: -2.04884 -7.65811 3.77113
H: -3.70363 -7.79716 4.60809
H: -2.64983 -6.48994 4.94468
H: -0.42097 -4.07782 1.14954
H: -1.43953 -2.77005 1.87916
H: -1.59823 -2.92178 0.22684
O: 6.55900 0.07940 -2.16253
S: 5.83864 0.32444 -0.92696
O: 6.40564 0.27116 0.44004
O: 5.03540 1.74692 -1.09695
C: 3.95424 2.11611 -0.16675
C: 2.79089 2.64599 -1.02229
C: 4.35574 -0.86658 -0.95459
H: 4.42765 2.90064 0.42366
H: 3.59786 1.36394 0.53625
H: 2.68431 1.74854 -1.63094
H: 3.18043 3.45778 -1.63656
H: 1.99866 2.97675 -0.35259
H: 4.78006 -1.87032 -0.96686
H: 3.79975 -0.63851 -1.86248
H: 3.80817 -0.74345 -0.02190
O: 2.96676 -4.98055 -3.76759
S: 1.94838 -3.96064 -3.91551
O: 2.09538 -2.96532 -4.94356
O: 0.44458 -4.73022 -4.08575
C: 0.33644 -5.99684 -3.39206
C: -1.23366 -6.23763 -3.41966
C: 1.79887 -3.18586 -2.31154
H: 0.76870 -5.94395 -2.39362
H: 0.73072 -6.77238 -4.04823
H: -1.74908 -5.46942 -2.84364
H: -1.55807 -7.20703 -3.04094
H: -1.57785 -6.20121 -4.45324
H: 0.86628 -2.66858 -2.08541
H: 2.56535 -2.41417 -2.38423
H: 2.00599 -3.79423 -1.43212
O: -5.51489 0.91398 -4.32044
S: -4.58495 1.35756 -3.31246
O: -4.99398 1.78137 -1.98543
O: -3.37332 0.23107 -3.28042
C: -3.65653 -1.05078 -2.72603
C: -3.62965 -1.03311 -1.18383
C: -3.50960 2.59127 -4.09162
H: -2.86475 -1.71545 -3.06918
H: -4.66446 -1.31215 -3.05031
H: -2.71584 -0.47258 -0.99017
H: -3.57376 -2.06512 -0.83652
H: -4.51790 -0.62024 -0.70705
H: -4.00194 3.51683 -4.38671
H: -2.93332 2.08191 -4.86296
H: -2.76126 2.90541 -3.36353
O: 1.40048 -5.64858 0.75553
S: 2.23617 -4.81671 1.55825
O: 3.13841 -3.89669 0.91276
O: 1.29118 -4.04040 2.67684
C: 1.84227 -2.94075 3.44910
C: 0.96448 -2.56196 4.57992
C: 3.17671 -5.94447 2.55637
H: 1.93460 -2.06784 2.80325
H: 2.82152 -3.24051 3.82451
H: 1.58431 -1.96821 5.25123
H: 0.47312 -3.43713 5.00514
H: 0.17418 -1.91213 4.20298
H: 3.30355 -5.44485 3.51602
H: 4.07525 -5.98556 1.94131
H: 2.64112 -6.89041 2.61475
O: -1.80193 6.32275 -0.43032
S: -1.18250 6.15167 -1.73330
O: -1.93385 6.26723 -2.96389
O: 0.09602 7.14970 -1.94409
C: 1.21088 6.98388 -1.07983
C: 1.49311 8.17933 -0.20550
C: -0.33445 4.46729 -1.91113
H: 2.07117 6.94214 -1.74966
H: 1.14394 6.05528 -0.51327
H: 0.53683 8.32181 0.29888
H: 1.76252 9.07635 -0.76366
H: 2.33212 7.99486 0.46474
H: 0.52601 4.65407 -2.55079
H: -1.06839 3.81514 -2.38401
H: -0.13933 3.90853 -0.99593
O: -0.85293 4.57203 5.50663
S: -1.78579 3.69497 4.75463
O: -3.02914 3.32736 5.36735
O: -2.11123 4.52851 3.38358
C: -3.04712 3.85464 2.52427
C: -2.60119 3.52377 1.13160
C: -0.85996 2.15428 4.07287
H: -3.85391 4.58860 2.54535
H: -3.46552 3.00127 3.05871
H: -2.43452 4.44726 0.57783
H: -3.39882 3.02213 0.58166
H: -1.78351 2.80315 1.11992
H: -0.19684 2.50338 3.28222
H: -1.56845 1.44407 3.64630
H: -0.34301 1.60298 4.85734

Properties
2S+1 ... 1
Kohn-Sham gap ... 0.3312 Ha
Strongest force on any atom ... 3.92 eV Å⁻¹
Total charge ... -2



Record 4
This record from the Open Molecules 2025 dataset describes 11 unconnected molecules or ions with the total composition C22H60F2N5O30S8 at a distorted geometry. The level of theory is ωB97M-V with the def2-TZVPD basis set.

Element x y z (Å)
N: 11.80713 7.05317 -11.55440
S: 13.20671 7.34859 -10.82307
O: 13.21894 8.39829 -9.86526
O: 14.33627 7.19086 -11.66034
F: 13.19246 6.06123 -9.86406
S: 11.62240 8.46374 -12.30413
O: 12.41344 8.76535 -13.43188
O: 11.30526 9.53173 -11.40918
F: 10.14607 8.25441 -12.92505
C: 13.24641 7.67484 -6.93372
N: 14.08015 8.89977 -7.01642
O: 15.12730 8.84720 -7.63194
O: 13.66830 9.88547 -6.43366
H: 13.71286 6.88025 -7.49457
H: 12.27011 7.93584 -7.33090
H: 13.15830 7.42761 -5.87989
C: 8.36688 10.65010 -14.09200
N: 8.42053 12.15198 -14.19295
O: 8.90401 12.60884 -15.20764
O: 8.07000 12.80436 -13.22785
H: 7.71297 10.37347 -14.91272
H: 8.07504 10.36916 -13.09099
H: 9.38700 10.34178 -14.30205
C: 17.82060 4.21522 -13.57965
N: 17.50623 5.23004 -12.54326
O: 18.41095 5.91166 -12.10113
O: 16.33954 5.29504 -12.20647
H: 17.63693 4.69234 -14.53777
H: 17.19300 3.35392 -13.39178
H: 18.86597 3.93085 -13.49990
C: 8.34805 8.63935 -10.16674
N: 7.72821 8.27363 -8.86980
O: 7.05226 9.10901 -8.30234
O: 7.89663 7.13286 -8.51052
H: 7.56808 9.12870 -10.74437
H: 8.63002 7.72222 -10.67028
H: 9.20382 9.28837 -10.00987
O: 15.67883 5.52303 -6.63894
S: 16.86984 5.53720 -7.40962
O: 18.00404 6.30286 -7.01679
O: 17.33271 4.00776 -7.48160
C: 18.70739 3.76233 -7.81960
C: 18.91307 2.26877 -7.86892
C: 16.48771 5.86184 -9.09813
H: 19.33181 4.18881 -7.03487
H: 18.98122 4.22300 -8.77125
H: 19.76571 2.06263 -8.52070
H: 18.05210 1.77829 -8.32300
H: 19.12322 1.84275 -6.89138
H: 15.88085 5.05852 -9.49779
H: 17.41653 6.11474 -9.59894
H: 15.86016 6.75729 -9.05319
O: 14.85589 3.43835 -14.56250
S: 14.47966 4.69850 -15.12289
O: 15.43533 5.74438 -15.30899
O: 13.73468 4.42787 -16.50192
C: 14.46576 3.64906 -17.47450
C: 13.53811 3.42067 -18.65615
C: 13.11926 5.32590 -14.20424
H: 14.76125 2.70352 -17.01584
H: 15.37778 4.17768 -17.75751
H: 13.50490 4.32284 -19.26128
H: 12.54244 3.20439 -18.26770
H: 13.84885 2.53671 -19.20818
H: 13.42652 5.28650 -13.16136
H: 12.28153 4.65818 -14.39043
H: 12.90774 6.35499 -14.48262
O: 14.94629 11.04823 -11.54066
S: 14.27501 12.13861 -10.91899
O: 14.99986 13.35513 -10.70158
O: 12.98222 12.46233 -11.78016
C: 12.46285 13.81461 -11.77993
C: 12.91796 14.55462 -13.00511
C: 13.48056 11.61291 -9.44147
H: 12.82417 14.30559 -10.87465
H: 11.37869 13.74615 -11.70221
H: 12.32237 15.45875 -13.14665
H: 12.84852 13.91564 -13.88305
H: 13.94525 14.89802 -12.87862
H: 12.99202 12.49108 -9.02100
H: 14.19440 11.14344 -8.77008
H: 12.68795 10.91391 -9.70349
O: 17.68301 10.39592 -15.36032
S: 17.64697 9.32524 -14.42441
O: 18.48321 8.18105 -14.64391
O: 17.98894 9.98287 -13.03572
C: 17.92776 9.10053 -11.89492
C: 17.85427 9.92387 -10.63550
C: 15.97998 8.80481 -14.18394
H: 18.81913 8.47353 -11.87298
H: 17.05862 8.44669 -11.96590
H: 17.52998 9.34370 -9.77146
H: 17.16579 10.76338 -10.72442
H: 18.82040 10.38120 -10.40619
H: 15.58392 8.65904 -15.18635
H: 15.49171 9.54926 -13.55832
H: 15.95922 7.83998 -13.68377
O: 13.68914 9.59937 -19.99434
S: 14.04278 9.34221 -18.64264
O: 15.37079 9.55680 -18.18459
O: 13.04115 10.19401 -17.76766
C: 13.29808 10.26222 -16.34347
C: 12.51182 11.43592 -15.81615
C: 13.58120 7.67914 -18.21238
H: 14.35930 10.38631 -16.13661
H: 12.95798 9.34605 -15.85205
H: 11.46662 11.40461 -16.11561
H: 13.00817 12.35609 -16.12578
H: 12.54387 11.43033 -14.72220
H: 13.78956 7.55317 -17.15491
H: 14.18385 7.02941 -18.84204
H: 12.53506 7.56668 -18.48563
O: 7.84500 5.13511 -10.48633
S: 8.86375 4.14100 -10.50240
O: 8.59569 2.84716 -9.98827
O: 9.36810 3.95162 -11.98471
C: 9.50823 5.15840 -12.78500
C: 8.61857 5.01536 -14.00354
C: 10.30889 4.77790 -9.72929
H: 10.55925 5.20277 -13.06646
H: 9.23353 6.04244 -12.21704
H: 7.61808 4.72944 -13.68593
H: 9.05283 4.27219 -14.67125
H: 8.54134 5.95853 -14.54639
H: 10.41129 5.84659 -9.90109
H: 11.15157 4.23048 -10.14502
H: 10.22567 4.62335 -8.65628

Properties
2S+1 ... 1
Relative energy (zero: lowest compared OMol25 entry of this formula, charge and spin) ... 0.0 kcal/mol
Kohn-Sham gap ... 0.3743 Ha
Strongest force on any atom ... 3.83 eV Å⁻¹
Total charge ... -1